No. 1
Density functional theory data (wB97M-V/def2-TZVPD) for a cluster of 11 separate species, H22O11 in total at a distorted geometry.

Energy: -22881.28462 eV
Orbital gap: 10.87 eV
SMILES: O.O.O.O.O.O.O.O.O.O.O
LUMO: -0.0005 Ha

Last column: Löwdin charge in e.
Cartesian coordinates (Å):
O  1.5587  2.9949  -1.4246  -0.09
H  0.7135  3.4386  -1.1025  0.01
H  2.2994  3.5254  -1.1640  0.02
O  1.5490  -0.8587  2.0594  -0.06
H  1.9732  -1.4589  1.4137  0.02
H  1.8079  -1.1922  2.9399  0.07
O  -0.6848  -3.4192  0.6966  -0.05
H  -0.9444  -3.2072  -0.2213  0.03
H  0.2059  -3.0961  0.6745  -0.01
O  -0.3319  4.2010  0.0019  -0.06
H  -1.2045  4.0762  -0.3899  0.04
H  -0.2194  3.4590  0.6333  0.03
O  -1.7666  -1.4164  2.6114  -0.09
H  -1.1227  -2.0131  2.1418  0.02
H  -1.3233  -0.8753  3.2946  0.05
O  1.9829  -2.4857  -0.2376  -0.06
H  1.9683  -1.7089  -0.8392  0.03
H  2.6589  -3.0928  -0.5824  0.08
O  -2.4161  2.1599  -1.3211  -0.06
H  -1.5419  1.9321  -1.5773  0.00
H  -2.5981  1.5384  -0.5793  0.03
O  0.4286  1.6337  1.2051  -0.07
H  -0.3916  1.1056  1.2862  0.04
H  1.0807  1.0680  1.6707  0.03
O  -1.6507  -0.2305  -0.0965  -0.08
H  -2.1635  -0.7756  0.5803  0.08
H  -1.3916  -0.8796  -0.7550  -0.01
O  -0.8471  -2.2104  -2.1279  -0.07
H  -1.4642  -1.6635  -2.7003  0.10
H  0.0030  -1.7465  -2.0713  0.02
O  1.1681  0.0175  -1.4431  -0.03
H  0.9759  0.5323  -0.6612  0.01
H  1.6883  0.6478  -1.9149  0.03

***

No. 2
Density functional theory data (wB97M-V/def2-TZVPD) for a structure of composition C32H44BrMnN3P2S at a distorted geometry.

Energy: -169119.57050 eV
⟨S²⟩: 9.2153
Orbital gap (spin up / spin down): 5.44 / 3.73 eV
Spin multiplicity: 6
Charge: +2
LUMO (spin up / spin down): -0.2524 / -0.2940 Ha

Last column: Löwdin charge in e.
Cartesian coordinates (Å):
C  2.1984  -1.6320  -7.2594  -0.02
C  2.0447  -0.5640  -6.3472  -0.20
C  2.1428  0.7340  -6.9091  -0.02
C  2.4623  0.8916  -8.2642  -0.13
N  2.6397  -0.1506  -9.0634  0.07
C  2.5141  -1.3862  -8.5970  -0.12
C  1.8261  -0.8361  -4.9005  0.11
C  1.6647  -0.9946  -3.6959  0.03
C  1.1426  -0.8101  -2.4058  -0.27
C  0.0515  -1.6479  -1.9683  -0.05
C  -0.9323  -1.0248  -1.0849  -0.22
C  -0.5682  0.2104  -0.6142  -0.33
C  0.7048  0.7825  -0.7036  -0.28
C  1.6021  0.3261  -1.6829  -0.04
Mn  1.0347  -1.3678  -0.0611  0.77
P  -2.6575  -0.5502  1.1380  0.95
H  1.9847  1.6179  -6.2755  0.11
H  2.0830  -2.6614  -6.8926  0.12
H  2.5747  1.8871  -8.6909  0.11
H  2.6647  -2.2179  -9.2788  0.12
H  2.5188  0.9022  -1.9288  0.15
H  -0.1602  -2.6168  -2.5199  0.16
H  1.0097  1.4783  0.1151  0.00
H  -1.7596  -1.6275  -0.7411  0.03
C  -3.3822  -0.3609  2.8014  -0.39
C  -4.5328  0.6383  2.7768  -0.13
H  -2.5705  -0.0442  3.4772  0.04
H  -3.6827  -1.3827  3.0983  0.10
H  -4.9216  0.6896  3.7983  0.09
H  -4.2042  1.6462  2.4924  0.06
H  -5.3302  0.3110  2.0959  0.07
C  -2.8522  1.0440  0.2797  -0.43
C  -3.3825  0.9157  -1.1301  -0.11
H  -1.7516  1.3414  0.2101  -0.01
H  -3.4024  1.7739  0.8822  0.07
H  -3.1778  1.8505  -1.6677  0.09
H  -2.8591  0.1239  -1.6781  0.06
H  -4.4647  0.7384  -1.1523  0.08
C  -3.6481  -1.8855  0.3371  -0.37
C  -5.1376  -1.6783  0.5031  -0.13
H  -3.3115  -2.8295  0.8016  0.10
H  -3.3940  -1.9459  -0.7322  0.08
H  -5.6508  -2.4671  -0.0604  0.10
H  -5.4254  -1.7568  1.5578  0.08
H  -5.4604  -0.7046  0.1084  0.07
Br  -0.2459  0.3649  2.0793  0.49
P  1.0765  3.5556  1.6858  1.20
C  -0.7370  3.4068  1.5662  -0.44
C  -1.4807  4.5195  2.3153  -0.13
H  -1.0475  2.4758  2.0578  -0.04
H  -1.1141  3.2931  0.5320  0.10
H  -2.5295  4.5786  1.9820  0.09
H  -1.4862  4.3361  3.4020  0.09
H  -0.9618  5.4602  2.1031  0.07
C  1.9647  2.7101  3.0787  -0.38
C  3.1210  3.5154  3.6831  -0.12
H  2.2722  1.7129  2.7724  0.04
H  1.2104  2.5118  3.8383  0.08
H  3.4736  2.9896  4.5590  0.08
H  3.9815  3.6298  3.0339  0.08
H  2.8200  4.4995  4.0159  0.08
C  1.7744  3.3737  0.0341  -0.42
C  2.0171  4.6745  -0.7303  -0.12
H  1.0812  2.8615  -0.6590  0.07
H  2.6926  2.7622  0.0972  0.11
H  2.6645  4.4812  -1.6006  0.09
H  1.0635  5.0772  -1.1083  0.09
H  2.4893  5.3797  -0.0446  0.07
N  3.2901  -1.1072  1.6442  0.09
C  2.8723  -2.3687  1.9283  -0.67
N  1.5979  -2.7122  1.6849  0.01
C  1.3913  -3.9725  2.2552  -0.31
C  0.1549  -4.5418  2.5224  -0.02
C  0.0818  -5.8362  3.0848  -0.05
C  1.2643  -6.5534  3.3849  -0.05
C  2.5336  -5.9628  3.1545  -0.06
C  2.5806  -4.6634  2.6308  -0.45
S  3.9928  -3.6474  2.3803  1.13
H  4.2574  -0.8492  1.8691  0.13
H  2.5799  -0.3751  1.7498  0.04
H  -0.7559  -3.9854  2.3528  0.10
H  -0.8738  -6.3039  3.3113  0.11
H  1.2163  -7.5702  3.8084  0.12
H  3.4723  -6.4800  3.3775  0.12

***

Among the records above, which one has the highest energy?
H22O11

***

Which of these has the highest energy?
H22O11